1.
DFT (ωB97M-V/def2-TZVPD) results for 2 unconnected molecules or ions with the total composition C21H40IN6O3S in a non-equilibrium geometry.

Geometry as XYZ:
```
72
Properties=species:S:1:pos:R:3:forces:R:3:lowdin_charge:R:1
C -0.288025 -2.721720 0.284909 0.49 -0.83 -1.25 -0.123
C 0.192130 -3.261753 -1.114843 -0.98 1.47 0.38 -0.761
I 1.015444 -5.246050 -1.014230 -0.19 0.26 -0.07 0.899
C 1.089605 -2.230673 -1.843166 1.11 -0.69 -0.36 -0.178
C 2.311862 -1.771643 -1.059100 -1.17 0.14 -0.42 -0.156
C 3.209639 -2.542333 -0.430572 1.20 -0.74 0.86 -0.013
N 4.187362 -1.712396 0.142901 -2.27 -0.35 -1.44 0.177
C 3.836178 -0.472583 -0.180471 2.76 1.87 1.30 -0.229
C 4.772978 0.633575 0.293481 -1.33 0.95 -0.23 -0.066
C 4.340277 1.160847 1.711925 0.10 -0.58 -0.16 -0.190
C 5.393501 0.913174 2.854491 -1.52 0.06 0.38 -0.239
N 4.849433 -0.010013 3.874675 0.20 -0.09 -0.43 -0.011
N 2.710729 -0.412824 -0.881326 0.29 -1.60 0.37 0.082
C 2.007059 0.777404 -1.388737 -0.68 0.37 -0.32 -0.085
C 1.833724 1.937341 -0.391832 -0.28 0.10 0.06 -0.169
C 0.921162 1.580965 0.817868 -0.54 0.60 -0.20 -0.233
C 0.951123 2.683614 1.939017 0.40 -0.25 -0.93 -0.432
S 1.645534 2.110958 3.520928 -0.66 -0.07 -0.07 0.996
C 0.325988 1.856672 4.672276 0.71 0.50 -0.15 -0.676
N 0.639777 1.972488 5.910193 0.04 0.09 0.13 0.029
N -0.510304 1.687292 6.618988 0.03 -0.09 0.20 0.059
C -1.422570 1.438739 5.759541 0.19 -0.07 0.92 -0.172
O -0.965772 1.516871 4.472931 -0.30 -0.11 -0.29 0.052
H 0.362123 -3.140952 1.063005 -0.39 0.42 0.06 0.060
H -1.331268 -3.049032 0.391615 0.40 0.23 0.42 0.087
H -0.224706 -1.624639 0.225298 -0.12 -0.34 0.39 0.050
H -0.722188 -3.341062 -1.721924 0.53 -0.24 0.03 0.063
H 0.528118 -1.359393 -2.206673 -0.14 -0.44 0.40 0.075
H 1.477966 -2.738028 -2.747480 -0.18 0.39 0.21 0.122
H 3.297342 -3.616602 -0.311706 -0.29 0.33 -0.21 0.073
H 4.988500 -2.004609 0.681963 -0.01 0.19 -0.12 0.184
H 4.658186 1.467381 -0.418179 0.50 -0.37 0.11 0.115
H 5.817330 0.288391 0.299733 -0.44 0.00 -0.18 0.124
H 3.439927 0.589162 1.997264 0.31 0.33 0.00 0.064
H 4.002249 2.207097 1.643537 0.43 -0.28 0.04 0.092
H 6.322851 0.494720 2.444217 -0.13 0.34 0.24 0.105
H 5.548843 1.856340 3.400048 0.47 -0.31 -0.46 0.117
H 4.468810 -0.832901 3.410140 0.16 -0.02 0.20 0.055
H 4.047579 0.417020 4.333309 0.22 0.05 0.02 0.047
H 0.985466 0.450859 -1.647051 0.48 -0.06 0.15 0.102
H 2.450477 1.096977 -2.347050 0.12 -0.07 0.52 0.148
H 2.790808 2.386626 -0.092560 -0.27 -0.29 0.01 0.087
H 1.304908 2.733822 -0.947827 0.35 -0.30 0.07 0.135
H -0.112883 1.602764 0.424619 0.39 -0.43 0.14 0.099
H 1.119235 0.572822 1.212639 0.00 0.37 0.00 0.095
H 1.650298 3.456584 1.568206 -0.22 -0.16 0.52 0.076
H -0.015949 3.195028 2.035682 0.27 -0.36 0.28 0.093
H -2.415975 1.167014 6.104739 -0.01 0.08 -1.04 0.141
C -1.723400 -0.959014 -3.646543 -0.24 -0.15 0.05 -0.102
O -2.131002 -1.100790 -2.294827 0.35 0.20 -0.17 -0.206
C -1.986377 0.098987 -1.537124 -0.19 -0.20 0.43 -0.229
C -3.342362 0.633740 -1.117821 -0.10 -0.05 -0.38 -0.207
N -4.076818 1.147565 -2.266487 0.09 -0.02 0.21 -0.049
C -5.476034 1.468993 -1.979036 0.03 -0.02 -0.28 -0.191
C -6.405271 0.310416 -1.618389 -0.27 0.26 0.01 -0.223
O -6.630519 -0.596697 -2.682956 0.23 -0.06 0.25 -0.171
C -5.682626 -1.642900 -2.791843 -0.27 0.00 -0.27 -0.100
H -1.772631 -1.939704 -4.118695 -0.02 -0.01 0.08 0.099
H -2.389129 -0.281602 -4.187325 0.15 0.08 -0.08 0.090
H -0.693278 -0.592843 -3.708483 -0.03 0.11 -0.13 0.075
H -1.412128 0.857976 -2.081042 -0.13 -0.01 -0.16 0.122
H -1.423703 -0.162540 -0.634427 -0.02 0.05 0.02 0.087
H -3.202577 1.439854 -0.390834 -0.03 0.00 0.01 0.124
H -3.886049 -0.183585 -0.626710 0.16 -0.02 0.20 0.111
H -4.054566 0.455804 -3.005051 -0.02 0.02 0.00 0.070
H -5.875525 1.947156 -2.876365 -0.07 0.00 0.06 0.122
H -5.510579 2.218162 -1.182108 0.04 -0.05 0.04 0.119
H -7.382100 0.743521 -1.387940 0.01 -0.01 -0.02 0.125
H -6.088584 -0.219515 -0.712165 0.12 -0.08 -0.07 0.111
H -5.279385 -1.939072 -1.819634 0.06 0.07 0.01 0.088
H -4.871169 -1.363397 -3.470013 0.15 -0.09 0.10 0.070
H -6.189073 -2.503858 -3.229593 -0.02 0.03 0.03 0.092
```
Positions in Å, forces in eV/Å.

Calculated values
Highest occupied orbital energy: -10.83 eV
Gap between HOMO and LUMO: 8.45 eV
ΔE to the lowest compared entry with this formula, charge and spin: 0.0 kJ/mol
Strongest force on any atom: 0.0697 Eh/bohr
M: 583.56 g mol⁻¹
LUMO: -2.376 eV
E: -2073.98315 hartree
Net charge: +1

2.
DFT (ωB97M-V/def2-TZVPD) results for a molecular structure, C21H40N2O2PdSi4Te in a non-equilibrium geometry.

Geometry as XYZ:
```
71
Properties=species:S:1:pos:R:3:forces:R:3:mulliken_spin:R:1
Pd 0.486148 2.026183 -0.261258 0.23 1.50 -1.20 1.033
O 1.585648 3.560383 -1.248658 -0.07 -0.99 0.26 0.107
C 1.442048 4.819983 -1.097058 -0.25 0.80 -0.05 0.021
C 2.613048 5.628983 -1.085158 -0.04 -0.07 -0.05 0.011
C 2.562848 6.994483 -1.038958 -0.01 -0.07 0.00 -0.001
C 1.337048 7.656783 -0.978458 -0.13 0.27 0.01 0.003
C 0.180748 6.917183 -0.937358 0.08 -0.07 0.00 -0.002
C 0.189848 5.517083 -0.981458 0.62 0.01 0.12 -0.043
C -1.050152 4.795183 -0.850358 -0.15 -0.34 -0.02 0.024
N -1.191052 3.479483 -0.751758 0.68 -0.30 0.26 0.076
C -2.517152 3.209783 -0.608858 -0.55 0.23 -0.07 -0.003
C -3.214552 4.378483 -0.626158 -0.27 -0.46 0.11 0.008
N -2.283952 5.373083 -0.766758 0.30 0.04 -0.09 0.004
H 3.559948 5.111383 -1.133158 0.04 -0.08 -0.03 -0.001
H 3.481048 7.561883 -1.052258 0.12 0.08 0.01 -0.001
H 1.298848 8.734583 -0.965358 -0.03 0.11 0.04 0.000
H -0.762152 7.446483 -0.867058 -0.04 0.05 0.01 0.001
H -2.868752 2.198683 -0.496458 -0.09 0.01 -0.03 0.000
H -4.262652 4.581283 -0.545758 -0.17 0.05 0.01 0.000
H -2.482652 6.359183 -0.807858 0.09 -0.17 -0.07 -0.001
C 0.388948 5.295983 2.443742 0.31 -0.19 -0.20 0.001
C -0.074952 3.873383 2.267742 0.08 -0.14 0.21 0.003
C -1.501452 3.559583 2.655342 0.10 -0.22 -0.28 -0.002
O 0.668448 2.984183 1.886142 -0.13 0.78 0.64 0.001
H 0.454048 5.515083 3.508442 -0.08 0.01 0.18 0.000
H -0.313252 6.000783 2.002242 -0.06 0.00 -0.03 0.000
H 1.374148 5.429783 2.000542 -0.03 0.00 -0.05 0.000
H -2.149952 4.430883 2.612042 -0.03 0.04 -0.04 0.000
H -1.515652 3.165983 3.672142 0.07 0.02 0.09 0.000
H -1.866252 2.773083 1.991542 -0.05 0.09 0.12 -0.001
C -0.197052 -2.892217 -3.773858 -0.10 -0.07 0.73 0.005
Si -1.037652 -3.438717 -2.143158 -0.54 -0.30 -0.74 0.016
C -1.128352 -5.348017 -2.126258 0.13 0.60 0.13 0.008
C -2.830052 -2.768817 -2.150858 0.70 -0.09 0.24 0.006
Si 0.188948 -2.831917 -0.184158 0.01 0.29 0.12 0.040
Te -0.109752 -0.307717 0.176142 -0.53 -1.45 0.00 0.664
Si 2.461248 -3.545117 -0.286158 0.88 -0.38 -0.04 -0.005
C 3.448448 -3.040917 1.272442 -0.54 0.00 -0.47 0.003
C 3.380848 -2.936217 -1.848958 -0.52 -0.03 0.50 0.000
C 2.463848 -5.457317 -0.348358 -0.20 0.59 0.01 0.004
Si -0.911052 -3.517217 1.819142 -0.48 -0.33 0.72 0.005
C -2.733752 -2.927217 1.871942 0.69 -0.08 -0.28 0.006
C -0.887652 -5.425817 1.893342 0.07 0.63 -0.11 0.003
C -0.052452 -2.822617 3.385042 -0.09 -0.15 -0.74 0.009
H -0.812552 -3.102417 -4.645058 -0.24 -0.12 0.01 0.001
H 0.750448 -3.401617 -3.916858 0.21 -0.10 0.02 0.000
H 0.003048 -1.825717 -3.768758 0.05 0.24 0.03 -0.003
H -1.640652 -5.747817 -2.996058 -0.13 0.08 -0.23 0.001
H -1.655652 -5.700817 -1.246158 -0.12 -0.05 0.19 -0.001
H -0.135252 -5.783917 -2.104258 0.22 -0.09 0.00 -0.001
H -3.358652 -3.010117 -3.069358 0.10 -0.14 -0.21 0.001
H -2.836952 -1.689117 -2.042858 0.01 0.25 0.03 0.000
H -3.403052 -3.181217 -1.327358 -0.09 -0.09 0.21 0.000
H 3.367648 -1.975717 1.461642 -0.03 0.25 0.03 0.000
H 4.505448 -3.278117 1.185242 0.13 -0.11 -0.19 0.000
H 3.071448 -3.557617 2.149642 -0.13 -0.12 0.16 0.000
H 3.304948 -1.859617 -1.958058 -0.04 0.25 -0.01 0.000
H 2.960148 -3.385417 -2.743358 -0.13 -0.09 -0.15 0.000
H 4.438148 -3.187717 -1.826958 0.13 -0.13 0.18 0.000
H 1.952548 -5.880017 0.509942 -0.11 -0.08 0.19 -0.001
H 3.472448 -5.860417 -0.357258 0.25 0.08 0.00 0.000
H 1.961648 -5.823417 -1.237758 -0.10 -0.06 -0.20 0.000
H -3.330952 -3.423017 1.113842 -0.10 -0.12 -0.19 0.001
H -2.783652 -1.859317 1.681742 0.00 0.21 -0.05 0.000
H -3.206552 -3.113017 2.832642 0.11 -0.13 0.22 0.000
H -1.383152 -5.847917 1.025742 -0.11 -0.09 -0.19 0.000
H -1.382352 -5.815617 2.776842 -0.13 0.04 0.23 0.000
H 0.131648 -5.796617 1.897242 0.23 -0.08 0.01 0.000
H 0.047548 -1.744117 3.307242 0.02 0.24 -0.02 0.000
H 0.944348 -3.233917 3.506242 0.23 -0.09 -0.02 -0.002
H -0.605852 -3.035117 4.296042 -0.23 -0.13 0.01 0.001
```
Positions in Å, forces in eV/Å.

Calculated values
Highest occupied orbital energy (alpha / beta): -7.04 / -7.02 eV
<S²>: 2.012
Gap between HOMO and LUMO (alpha / beta): 7.43 / 5.31 eV
Multiplicity: 3
ΔE to the lowest compared entry with this formula, charge and spin: 117.0 kJ/mol
Strongest force on any atom: 0.0376 Eh/bohr
M: 698.93 g mol⁻¹
LUMO (alpha / beta): 0.391 / -1.708 eV
E: -2638.12258 hartree

3.
DFT (ωB97M-V/def2-TZVPD) results for 9 unconnected molecules or ions with the total composition C21H40N4O5.

Geometry as XYZ:
```
70
Properties=species:S:1:pos:R:3:forces:R:3:lowdin_charge:R:1
C -3.212905 -3.495360 3.391580 -0.17 -0.02 0.33 -0.115
C -4.251755 -3.096057 2.498477 0.72 -0.01 -0.21 -0.102
C -3.614393 -2.490745 1.442455 -0.73 0.13 -0.30 -0.187
N -2.277199 -2.461053 1.666485 0.25 -0.21 0.34 0.029
C -2.018410 -3.080017 2.865565 -0.14 0.25 -0.23 -0.135
H -3.319422 -4.022343 4.327034 -0.06 0.03 -0.03 0.086
H -5.317221 -3.209872 2.588368 -0.02 -0.21 0.07 0.087
H -4.044015 -2.132196 0.518700 0.11 0.16 0.06 0.109
H -1.609042 -1.899333 1.152896 -0.02 -0.17 -0.16 0.099
H -1.014668 -3.141575 3.246996 0.01 -0.02 0.02 0.097
C 4.119461 1.403332 1.506201 -0.69 -0.02 0.49 -0.109
C 5.486435 1.459556 1.165017 0.16 -0.19 -0.34 -0.105
C 5.945701 0.164828 1.114634 0.12 0.46 -0.15 -0.140
N 4.901230 -0.654099 1.407412 -0.44 -0.43 0.38 -0.002
C 3.775174 0.082991 1.685740 0.50 0.29 -0.52 -0.138
H 3.438903 2.226676 1.668377 0.06 0.04 -0.13 0.078
H 6.040865 2.335261 0.873153 0.09 0.02 0.20 0.091
H 6.930076 -0.199473 0.878142 -0.05 -0.16 -0.01 0.106
H 4.926388 -1.655533 1.467269 0.19 0.00 -0.05 0.144
H 2.824976 -0.383669 1.879621 0.02 -0.03 0.13 0.087
C -0.880804 -2.321508 -2.324694 0.42 0.57 -0.17 -0.121
C -1.901455 -3.263133 -2.105568 -0.61 -0.35 0.00 -0.106
C -2.498858 -3.519797 -3.319726 0.24 0.36 -0.12 -0.123
N -1.851862 -2.751968 -4.250436 0.05 0.21 -0.44 0.000
C -0.866009 -2.013196 -3.669811 -0.05 -0.13 0.83 -0.145
H -0.266748 -1.876823 -1.555075 0.08 -0.10 -0.08 0.069
H -2.192451 -3.656234 -1.144943 0.02 -0.18 -0.06 0.084
H -3.306948 -4.145487 -3.655256 -0.07 -0.10 0.30 0.106
H -2.156335 -2.601832 -5.195587 0.00 -0.25 -0.03 0.146
H -0.251828 -1.315902 -4.211797 -0.06 -0.02 -0.16 0.104
C -0.921873 3.647839 -3.763411 0.00 0.05 0.01 -0.109
C -0.653288 2.266529 -3.953454 0.12 -0.39 -0.06 -0.113
C -1.205122 1.578100 -2.903781 0.00 0.47 0.04 -0.143
N -1.803047 2.500875 -2.085008 0.45 -0.48 0.02 0.013
C -1.605972 3.759150 -2.581661 -0.48 -0.22 0.31 -0.142
H -0.685406 4.450392 -4.440798 0.12 0.04 0.07 0.087
H -0.079686 1.797561 -4.737264 -0.09 0.16 -0.15 0.085
H -1.197323 0.527328 -2.668043 -0.07 -0.01 0.01 0.081
H -2.177136 2.271284 -1.177684 -0.29 0.26 0.04 0.092
H -2.043549 4.575079 -2.030047 0.15 0.24 -0.27 0.108
C 0.349467 0.512465 0.084419 -0.28 0.45 -0.47 -0.120
O -0.205609 -0.635140 0.720276 0.48 0.40 0.27 -0.156
H 1.226333 0.926430 0.586759 0.03 -0.29 0.15 0.070
H 0.634637 0.273232 -0.940460 0.00 -0.11 0.04 0.071
H -0.387874 1.320407 0.036178 -0.03 -0.08 0.00 0.055
H 0.076460 -0.557268 1.646212 -0.06 -0.48 0.04 0.033
C 3.320029 -1.428609 -2.183155 -0.04 -0.82 -0.11 -0.160
O 3.658143 -0.501885 -3.195727 0.04 0.42 0.22 -0.113
H 2.251582 -1.665811 -2.158883 0.00 0.12 -0.02 0.062
H 3.858784 -2.371304 -2.348870 -0.08 0.01 0.08 0.078
H 3.604211 -1.067278 -1.195607 0.08 0.39 -0.17 0.062
H 3.127230 -0.673791 -3.975742 -0.03 -0.09 0.02 0.069
C 0.582293 0.289924 4.231341 -0.08 0.05 0.09 -0.108
O 0.773761 -0.834388 3.362315 -0.02 0.26 0.22 -0.153
H 1.330747 1.067329 4.064917 0.07 -0.09 -0.06 0.079
H -0.399085 0.714446 4.028774 -0.02 -0.08 -0.06 0.081
H 0.610659 -0.032539 5.272916 -0.03 0.08 0.01 0.083
H 1.428639 -1.399155 3.780289 0.04 -0.10 -0.20 0.089
C -3.487403 1.034420 1.516596 -0.04 -0.45 0.57 -0.141
O -3.564958 1.471444 0.171067 0.14 0.20 -0.21 -0.125
H -4.053531 0.114492 1.676674 0.06 -0.03 -0.09 0.063
H -2.455398 0.853657 1.832310 0.02 0.04 -0.06 0.069
H -3.929911 1.771784 2.184098 0.06 0.29 -0.29 0.083
H -3.342796 0.727006 -0.398155 -0.14 -0.12 0.08 0.074
C 0.875913 4.008252 0.574798 -0.18 0.21 0.62 -0.142
O 1.115097 3.675721 1.951873 -0.11 -0.06 -0.14 -0.143
H 1.696283 3.633631 -0.035657 -0.10 0.07 -0.23 0.080
H -0.076891 3.571531 0.280613 0.13 -0.21 -0.11 0.055
H 0.751627 5.087896 0.470746 0.22 -0.01 -0.21 0.081
H 1.467111 4.453547 2.389039 0.05 -0.03 0.03 0.069
```
Positions in Å, forces in eV/Å.

Calculated values
Highest occupied orbital energy: -8.05 eV
Gap between HOMO and LUMO: 8.45 eV
ΔE to the lowest compared entry with this formula, charge and spin: 0.0 kJ/mol
Strongest force on any atom: 0.0164 Eh/bohr
SMILES: c1cc[nH]c1.c1cc[nH]c1.c1cc[nH]c1.c1cc[nH]c1.CO.CO.CO.CO.CO
M: 428.57 g mol⁻¹
LUMO: 0.393 eV
E: -1419.28120 hartree